Here is C13H17N4O4Pb as an isolated structure in a non-equilibrium geometry from OMol25. Energies are from wB97M-V/def2-TZVPD.

```
39
Properties=species:S:1:pos:R:3:forces:R:3:mulliken_charge:R:1
Pb 9.26900 9.87150 7.03068 -0.102 -0.144 -0.346 1.136
N 10.02541 12.36953 6.32338 -0.142 -0.501 -0.452 -0.394
C 8.95305 13.32109 6.19880 1.195 1.442 0.018 0.591
C 9.21881 14.69327 6.14789 -1.922 -1.413 -0.084 -0.712
C 8.10767 15.59172 6.04449 0.535 -0.180 0.406 -0.514
C 6.80822 15.15496 6.03508 -0.075 -0.480 -1.085 -0.911
C 6.55038 13.73830 5.99562 0.719 0.803 -0.252 0.804
C 5.27513 13.22113 5.72190 -0.407 -1.304 0.377 -0.540
C 5.05344 11.85374 5.88019 0.161 0.822 -0.494 -0.805
C 6.17970 11.04069 6.11417 0.428 -1.145 0.409 0.138
N 7.43114 11.48109 6.21156 -0.848 -0.007 -0.247 -0.050
C 7.63769 12.82375 6.12780 -0.657 0.317 0.308 -0.059
H 10.82956 12.77724 6.77324 0.166 0.135 0.201 0.275
H 10.35596 12.05357 5.40620 -0.202 0.109 0.229 0.256
H 10.23606 15.04075 6.15857 0.165 0.185 0.017 0.413
H 8.34119 16.64270 5.97601 -0.147 0.163 0.050 0.386
H 5.96115 15.85038 5.85783 0.733 -0.516 0.350 0.351
H 4.48994 13.88024 5.36467 -0.041 -0.002 0.410 0.412
H 4.04903 11.42274 5.77351 0.643 0.144 -0.043 0.387
H 6.10446 9.93240 6.22924 -0.257 1.015 -0.129 0.296
C 5.35067 6.52320 5.69697 -1.556 -0.283 -0.566 -0.636
O 6.69538 6.08852 5.65992 0.680 0.158 0.332 -0.378
C 7.58847 6.86908 6.26469 0.710 0.210 -0.124 0.791
O 7.36077 7.95805 6.78529 -0.068 -0.286 -0.207 -0.658
N 8.81806 6.28456 6.21718 -0.424 -0.846 -0.437 -0.073
N 9.92232 6.87780 6.80931 0.289 0.595 -0.434 -0.501
H 4.73489 5.59420 5.52321 0.637 1.184 -0.002 0.242
H 5.16584 7.30115 4.91851 0.107 -0.716 0.472 0.265
H 5.08652 6.93799 6.66900 0.129 -0.044 0.008 0.295
H 8.91758 5.42851 5.65845 -0.109 0.563 0.582 0.249
H 10.68296 6.94311 6.12564 -0.273 -0.008 0.557 0.226
H 10.21465 6.39764 7.65571 -0.017 -0.125 -0.261 0.262
C 11.44305 9.25091 3.42650 0.899 -0.485 -0.827 -1.073
C 10.67273 9.41035 4.67520 0.090 0.559 0.847 1.029
O 11.28932 9.62065 5.77563 -0.296 -0.113 -0.447 -0.747
O 9.41127 9.40149 4.63561 -0.268 0.049 0.710 -0.655
H 12.34631 8.62235 3.64240 -0.811 0.505 -0.389 0.320
H 11.82313 10.24842 3.10098 -0.354 -0.716 0.158 0.270
H 10.78294 8.80530 2.65221 0.691 0.356 0.385 0.314
```
Forces are in eV/Å.

As for the net charge: +1. The value obtained for the gap between HOMO and LUMO is 8.54 eV. Its LUMO energy is -3.1 eV. Its total energy is -1218.29063 a.u. As for the spin multiplicity: 1. As for the molecular weight: 500.503 g/mol. The value obtained for the energy above the lowest of the compared OMol25 structures with the same formula, charge and spin is 2.3 kcal/mol.

Here is one molecule with the formula C13H17NO5 in a non-equilibrium geometry from OMol25. Energies are from wB97M-V/def2-TZVPD.

```
36
Properties=species:S:1:pos:R:3:forces:R:3:mulliken_charge:R:1
C -0.90008 4.32760 0.33149 1.772 0.529 -0.207 -1.018
C -0.26574 3.31771 -0.61182 -1.325 -1.010 0.947 0.782
O -0.96722 2.36275 -0.86064 0.999 -0.201 -0.877 -0.505
O 1.02032 3.47318 -1.00941 -0.208 -0.270 0.074 -0.366
C 1.57303 2.39342 -1.80669 -0.855 -0.329 -0.218 -0.642
C 1.78502 1.10487 -1.01746 -1.325 -1.714 1.356 0.590
O 2.46053 1.12662 -0.01447 0.595 0.463 0.160 -0.615
C 1.04663 -0.16660 -1.35927 -0.203 0.167 -1.135 0.525
C 0.33023 -0.36771 -2.52665 -0.803 -1.045 0.168 -0.322
C -0.19082 -1.71380 -2.53300 0.437 0.864 -0.672 -0.915
C 0.31209 -2.33690 -1.41836 0.162 1.030 0.085 -0.405
N 1.01550 -1.38763 -0.67417 0.136 -0.563 0.146 0.208
C 1.48780 -1.71479 0.67755 -1.301 1.314 0.624 -1.114
C 0.35553 -2.24826 1.60304 -0.108 0.653 0.628 0.600
C 0.80436 -2.32730 3.08076 -0.018 -0.056 -1.050 -1.552
O -0.72361 -1.26273 1.59682 -0.391 -0.679 -1.352 -0.343
C -1.90321 -1.55089 0.93521 -0.987 0.618 0.921 0.866
C -2.75704 -0.29867 0.68421 -0.340 -0.505 0.567 -0.978
O -2.35308 -2.64873 0.72649 1.120 0.091 -0.107 -0.562
H -1.79021 4.69931 -0.14156 -0.495 -0.021 -0.104 0.320
H -1.13873 3.82513 1.28620 0.186 0.285 -0.578 0.252
H -0.22057 5.17025 0.46294 -0.120 0.041 0.418 0.314
H 0.96701 2.23383 -2.68281 -0.508 -0.068 -0.127 0.307
H 2.52656 2.69442 -2.17944 0.727 0.606 0.174 0.404
H 0.13032 0.34642 -3.30688 0.068 0.140 0.090 0.362
H -0.83696 -2.12955 -3.32042 0.583 0.099 0.604 0.411
H 0.23950 -3.39554 -1.15053 -0.016 0.720 0.292 0.339
H 2.23950 -2.43647 0.60012 1.211 -1.350 -0.075 0.337
H 1.95024 -0.84244 1.15897 -0.337 -0.075 -0.454 0.442
H 0.01412 -3.24352 1.27508 -0.229 0.532 0.014 0.342
H 1.17623 -1.36538 3.43754 0.000 -0.032 -0.126 0.353
H 1.59536 -3.06749 3.12629 0.210 -0.133 0.335 0.389
H -0.03071 -2.63034 3.70936 0.021 -0.099 -0.068 0.401
H -3.83714 -0.57106 0.75838 0.954 -0.005 -0.388 0.307
H -2.51995 0.16202 -0.26585 0.027 -0.093 -0.340 0.177
H -2.59481 0.46826 1.42898 0.362 0.097 0.275 0.311
```
Forces are in eV/Å.

The value obtained for the gap between HOMO and LUMO is 9.11 eV. Its LUMO energy is 0.4 eV. Its structure (SMILES) is CC(=O)OCC(=O)c1cccn1C[C@@H](C)OC(C)=O. Its total energy is -936.52179 a.u. As for the spin multiplicity: 1. As for the molecular weight: 267.281 g/mol. The value obtained for the energy above the lowest of the compared OMol25 structures with the same formula, charge and spin is 32.1 kcal/mol.

Here is one molecule with the formula C13H17NO6S in a non-equilibrium geometry from OMol25. Energies are from wB97M-V/def2-TZVPD.

```
38
Properties=species:S:1:pos:R:3:forces:R:3:mulliken_charge:R:1
C -7.58471 -0.32742 0.40172 -0.227 -0.147 -0.212 -0.639
O -6.26460 0.08329 0.74797 0.266 0.183 0.297 -0.295
C -5.32386 -0.13557 -0.17679 0.258 0.057 0.007 0.416
O -5.52231 -0.63974 -1.24156 0.005 -0.043 -0.114 -0.552
C -3.97579 0.34991 0.34863 -0.145 0.007 0.103 -0.369
O -3.02153 0.18887 -0.66773 -0.022 -0.043 -0.100 -0.300
C -1.73708 0.54926 -0.43098 0.262 0.077 0.080 0.656
C -1.26081 1.06463 0.77302 -0.296 -0.066 -0.072 -0.397
C 0.07987 1.39466 0.89369 0.194 0.059 0.005 -0.398
C 0.93381 1.21506 -0.17372 0.620 0.163 0.283 -0.423
S 2.66438 1.62176 -0.02323 -0.179 -0.404 -0.050 1.384
O 2.91531 2.15046 1.28955 -0.205 -0.163 0.086 -0.712
O 3.08133 2.39067 -1.15723 0.003 -0.135 -0.243 -0.745
N 3.34609 0.08567 -0.19150 -0.558 0.850 -0.108 0.057
C 3.15033 -0.73852 0.98270 0.024 -0.494 0.399 -0.429
C 3.64333 -2.15268 0.66467 -0.343 0.174 0.085 -0.729
O 4.98951 -2.14832 0.25753 0.182 -0.062 0.111 -0.378
C 5.17814 -1.32933 -0.87428 -0.058 0.318 -0.085 -0.614
C 4.74229 0.10757 -0.58888 0.489 -0.010 -0.249 -0.553
C 0.47304 0.70703 -1.37682 -0.193 -0.043 -0.112 -0.298
C -0.85694 0.37334 -1.50621 -0.089 0.015 0.071 -0.819
H -8.20833 -0.09072 1.25931 0.043 -0.007 -0.039 0.227
H -7.60480 -1.39852 0.19378 -0.022 0.085 0.025 0.295
H -7.92710 0.21033 -0.48395 0.007 -0.044 0.077 0.295
H -3.72493 -0.24383 1.23907 -0.024 0.112 -0.091 0.350
H -4.07960 1.40209 0.64693 0.037 -0.144 -0.005 0.371
H -1.91627 1.21551 1.61578 -0.074 0.005 0.058 0.429
H 0.47585 1.79916 1.81194 -0.019 0.030 0.145 0.474
H 2.08462 -0.74715 1.21797 0.022 -0.149 0.122 0.383
H 3.70368 -0.32863 1.83960 -0.076 -0.082 -0.036 0.300
H 3.59426 -2.78680 1.55121 -0.096 0.062 -0.065 0.352
H 3.01275 -2.57882 -0.13055 0.026 -0.012 0.084 0.345
H 6.24295 -1.37163 -1.10680 -0.093 0.063 -0.062 0.354
H 4.59709 -1.72349 -1.72098 0.069 0.034 0.019 0.335
H 4.82057 0.73447 -1.47636 0.185 -0.086 -0.010 0.418
H 5.36733 0.53017 0.21106 0.033 -0.040 -0.087 0.322
H 1.16739 0.59064 -2.19259 0.012 -0.081 -0.188 0.433
H -1.25525 -0.02338 -2.42593 -0.016 -0.044 -0.130 0.455
```
Forces are in eV/Å.

The value obtained for the gap between HOMO and LUMO is 9.76 eV. Its LUMO energy is 0.5 eV. Its structure (SMILES) is COC(=O)COc1ccc(S(=O)(=O)N2CCOCC2)cc1. Its total energy is -1409.92683 a.u. As for the spin multiplicity: 1. As for the molecular weight: 315.347 g/mol. The value obtained for the energy above the lowest of the compared OMol25 structures with the same formula, charge and spin is 15.5 kcal/mol.

Which of these has the highest LUMO energy?
C13H17NO6S